C35H34BeCl3N4P | ωB97M-V/def2-TZVPD

Spin multiplicity = 1
Kohn-Sham gap (alpha / beta) = 0.2351 / 0.2492 Eh
Energy = -3309.8121 hartree

Each line ends with the Mulliken charge.
Geometry (Å):
Be: -0.592 0.546 -0.680  -0.64
N: -0.839 -0.877 2.460  0.19
P: 0.029 0.583 2.808  0.09
C: -0.424 0.756 4.576  0.69
C: -1.123 1.901 4.950  -0.55
C: -1.446 2.120 6.282  -0.60
C: -1.071 1.195 7.244  -0.48
C: -0.383 0.045 6.876  -0.77
C: -0.054 -0.173 5.549  -0.16
C: 1.734 -0.100 2.991  -0.09
C: 2.099 -1.416 2.731  0.03
C: 3.435 -1.796 2.797  -0.67
C: 4.414 -0.864 3.103  -0.58
C: 4.059 0.458 3.348  -0.65
C: 2.729 0.837 3.285  -0.45
C: -1.570 -1.355 1.390  0.67
C: -2.346 -2.499 1.668  -1.11
C: -3.082 -3.103 0.683  -0.43
C: -3.047 -2.568 -0.599  -1.14
C: -2.258 -1.469 -0.814  -0.38
N: -1.512 -0.853 0.138  0.20
H: -1.029 -1.412 3.293  0.25
H: -1.411 2.617 4.188  0.47
H: -1.984 3.015 6.567  0.41
H: -1.309 1.372 8.285  0.38
H: -0.088 -0.674 7.631  0.40
H: 0.509 -1.058 5.272  0.33
H: 1.346 -2.147 2.464  0.38
H: 3.706 -2.824 2.594  0.43
H: 5.453 -1.164 3.144  0.40
H: 4.818 1.197 3.571  0.43
H: 2.441 1.868 3.472  0.42
H: -2.345 -2.896 2.675  0.42
H: -3.673 -3.982 0.905  0.42
H: -3.616 -2.996 -1.411  0.50
H: -2.176 -1.017 -1.796  0.78
Cl: -2.174 5.336 1.011  -0.14
C: -2.776 3.890 0.293  -0.06
Cl: -2.963 4.599 -2.072  -0.48
Cl: -4.427 3.506 0.608  -0.14
C: -1.908 2.832 0.177  0.81
N: -1.173 1.948 0.025  -0.02
C: 0.290 2.323 -3.812  -1.77
C: -0.228 0.873 -3.638  3.79
C: 0.992 -0.054 -3.665  -2.29
C: -1.010 0.757 -2.346  -1.97
C: -1.199 0.547 -4.784  -0.02
C: -2.211 1.452 -5.109  -0.37
C: -3.102 1.184 -6.136  -0.89
C: -3.016 -0.005 -6.851  -0.39
C: -2.036 -0.924 -6.518  -0.85
C: -1.133 -0.649 -5.496  -0.36
H: 1.130 2.495 -3.133  0.39
H: -0.481 3.057 -3.584  0.28
H: 0.636 2.476 -4.838  0.47
H: 1.753 0.316 -2.980  0.33
H: 1.432 -0.080 -4.666  0.58
H: 0.741 -1.076 -3.368  0.37
H: -1.998 1.208 -2.492  0.93
H: -2.316 2.373 -4.546  0.33
H: -3.871 1.908 -6.377  0.40
H: -3.705 -0.211 -7.660  0.38
H: -1.967 -1.865 -7.052  0.38
H: -0.371 -1.381 -5.264  0.35
N: 1.167 0.479 -0.257  0.20
C: 2.069 -0.631 -0.455  0.77
C: 3.383 -0.402 -0.834  -0.45
C: 4.253 -1.467 -1.006  -0.92
C: 3.815 -2.766 -0.789  -0.58
C: 2.499 -2.994 -0.416  -0.89
C: 1.626 -1.930 -0.251  -0.29
H: 1.568 1.332 -0.641  0.52
H: 1.082 0.656 0.746  -0.21
H: 3.727 0.613 -1.005  0.50
H: 5.275 -1.282 -1.307  0.44
H: 4.496 -3.598 -0.913  0.42
H: 2.143 -4.006 -0.268  0.44
H: 0.595 -2.106 0.028  0.39



C5H6O2 | ωB97M-V/def2-TZVPD

Spin multiplicity = 1
Kohn-Sham gap = 0.3420 Eh
ΔE to the lowest compared entry with this formula, charge and spin = 204.2 kJ/mol
Energy = -344.5242 hartree
Structure (SMILES) = O=C[C@H]1CC=CO1

Each line ends with the Mulliken charge.
Geometry (Å):
O: -2.100 -0.152 0.005  -0.45
C: -1.332 -0.910 -0.513  -0.08
C: 0.088 -1.039 -0.004  0.01
C: 0.710 0.162 -0.735  -0.47
C: 0.248 1.265 0.182  -0.58
C: 0.258 0.722 1.384  -0.16
O: 0.219 -0.660 1.375  -0.44
H: -1.515 -1.334 -1.531  0.35
H: 0.548 -2.021 -0.156  0.34
H: 1.750 0.206 -0.460  0.25
H: 0.505 0.271 -1.809  0.40
H: 0.286 2.299 -0.090  0.39
H: 0.335 1.191 2.354  0.43



C3H9N | ωB97M-V/def2-TZVPD

Spin multiplicity = 1
Kohn-Sham gap = 0.4103 Eh
ΔE to the lowest compared entry with this formula, charge and spin = 120.4 kJ/mol
Energy = -174.4072 hartree
Structure (SMILES) = C=N.CC

Each line ends with the Mulliken charge.
Geometry (Å):
C: 4.462 -2.526 1.117  -0.24
N: 4.606 -3.123 0.024  -0.46
H: 4.122 -1.492 1.100  0.25
H: 4.654 -2.997 2.090  0.22
H: 4.955 -4.083 0.003  0.24
C: -3.829 1.962 -0.137  -0.77
C: -4.257 3.120 -1.034  -0.79
H: -3.153 1.285 -0.668  0.26
H: -4.643 1.320 0.177  0.27
H: -3.196 2.329 0.673  0.25
H: -5.265 2.966 -1.424  0.26
H: -4.362 4.060 -0.482  0.26
H: -3.602 3.296 -1.881  0.27



What did the second record say?
C5H6O2 | ωB97M-V/def2-TZVPD

Spin multiplicity = 1
Kohn-Sham gap = 0.3420 Eh
ΔE to the lowest compared entry with this formula, charge and spin = 204.2 kJ/mol
Energy = -344.5242 hartree
Structure (SMILES) = O=C[C@H]1CC=CO1

Each line ends with the Mulliken charge.
Geometry (Å):
O: -2.100 -0.152 0.005  -0.45
C: -1.332 -0.910 -0.513  -0.08
C: 0.088 -1.039 -0.004  0.01
C: 0.710 0.162 -0.735  -0.47
C: 0.248 1.265 0.182  -0.58
C: 0.258 0.722 1.384  -0.16
O: 0.219 -0.660 1.375  -0.44
H: -1.515 -1.334 -1.531  0.35
H: 0.548 -2.021 -0.156  0.34
H: 1.750 0.206 -0.460  0.25
H: 0.505 0.271 -1.809  0.40
H: 0.286 2.299 -0.090  0.39
H: 0.335 1.191 2.354  0.43



Which value of spin multiplicity does entry 3 give?
1